{
  "formula": "C28H33BrFeN10S3",
  "method": "ωB97M-V/def2-TZVPD",
  "lumo_energy_ev": [-0.5, -0.5],
  "homo_ha": [-0.2755, -0.2894],
  "total_energy_ev": -181408.2992,
  "gap_ha": [0.259, 0.273],
  "multiplicity": 5,
  "e_above_lowest_kj_mol": 98.2,
  "s_squared": 6.01,
  "species": ["H", "Fe", "S", "C", "H", "H", "H", "H", "N", "H", "H", "C", "C", "N", "H", "H", "H", "C", "C", "H", "H", "C", "C", "H", "C", "C", "H", "H", "C", "H", "C", "N", "H", "H", "C", "H", "H", "H", "C", "S", "H", "H", "H", "H", "C", "H", "N", "H", "N", "C", "H", "C", "H", "C", "C", "N", "N", "H", "N", "H", "Br", "C", "C", "N", "C", "C", "C", "H", "H", "C", "C", "C", "S", "C", "N", "C"],
  "positions_angstrom": [[-5.779, -20.972, 2.829], [-4.632, -17.037, 5.596], [-7.864, -14.263, 5.434], [-7.463, -12.578, 5.161], [-1.398, -19.011, 9.398], [-4.424, -20.109, 0.101], [-0.359, -16.768, 2.821], [0.711, -14.889, 6.800], [-4.894, -20.505, 2.701], [-5.033, -10.646, 6.354], [0.351, -16.047, 4.974], [-2.252, -19.660, 9.517], [-6.282, -12.287, 5.809], [-3.314, -18.741, 9.924], [-4.141, -21.764, 7.825], [-9.155, -11.852, 3.929], [-3.162, -20.021, 6.388], [-0.835, -17.682, 3.125], [-6.523, -14.999, 2.091], [-3.057, -21.584, 2.569], [-1.390, -18.147, 2.265], [-0.343, -14.982, 6.649], [-2.888, -19.459, 7.283], [-3.710, -14.980, 7.390], [-1.731, -16.320, 5.217], [-1.434, -14.745, 7.455], [-0.017, -18.390, 3.475], [-4.390, -17.150, 9.045], [-6.470, -9.969, 5.040], [-5.425, -19.864, 7.059], [-4.527, -19.438, 10.159], [-5.721, -13.344, 6.656], [-6.493, -12.846, 1.630], [-3.021, -21.338, 0.034], [-6.508, -14.369, 6.559], [-4.679, -12.433, 3.287], [-8.255, -9.554, 3.838], [-2.621, -17.257, 8.758], [-0.504, -15.693, 5.512], [-5.832, -18.854, 4.587], [-1.953, -18.970, 7.191], [-6.145, -8.925, 5.083], [-3.700, -21.876, 9.454], [-4.421, -22.250, 1.608], [-5.212, -19.270, 7.904], [-6.384, -16.970, 2.909], [-4.952, -20.164, 8.979], [-1.981, -20.302, 10.365], [-5.062, -15.691, 3.842], [-3.553, -17.769, 8.843], [-1.322, -14.269, 8.389], [-5.037, -13.407, 3.102], [-4.446, -20.110, 11.017], [-3.899, -21.301, 1.894], [-5.994, -15.940, 2.971], [-2.616, -20.457, 8.340], [-3.947, -18.496, 7.577], [-6.044, -18.629, 8.136], [-3.371, -18.928, 3.394], [-5.262, -18.613, 10.338], [-7.918, -15.444, 0.855], [-2.694, -15.258, 7.026], [-6.109, -13.680, 2.216], [-2.803, -16.061, 5.989], [-3.515, -20.561, 0.624], [-3.875, -21.161, 8.646], [-4.501, -14.454, 3.832], [-2.807, -19.818, 0.907], [-3.760, -14.351, 4.607], [-4.607, -19.407, 3.444], [-1.908, -17.381, 4.216], [-7.661, -10.312, 4.318], [-6.305, -15.961, 7.410], [-8.185, -11.593, 4.439], [-3.048, -17.966, 4.269], [-5.836, -10.984, 5.760]]
}